Here is an isolated molecule of C2H4N4 from the Open Molecules 2025 dataset. Energies are from ωB97M-V with the def2-TZVPD basis set.

Element x y z (Å)
N 1.53576 -0.41697 0.30950
C 0.21676 -0.04494 0.07307
N -0.80528 -0.91818 -0.14781
N -1.97904 -0.24680 -0.32323
N -1.71867 1.00477 -0.24807
C -0.38840 1.18453 0.00455
H 2.17689 0.34786 0.13404
H 1.84123 -1.23809 -0.19799
H -0.91540 -1.83829 0.24689
H 0.03616 2.16612 0.14906

The HOMO energy comes out at -8.805 eV.